Entry from OMol25: a structure of composition C15H25CrN5O4S at a distorted geometry (ωB97M-V with the def2-TZVPD basis set).

Calculated values
Expectation value of S²: 0.770
Charge: +3
Total energy in eV: -70830.740
2S+1: 2

Last column: Mulliken spin population.
Element x y z (Å)
Cr: 0.005 -0.326 -0.459  1.12
C: 1.147 -0.163 2.003  0.00
C: 2.342 -0.201 1.001  0.00
O: 1.941 -0.198 -0.380  -0.02
C: 2.280 0.894 -1.261  0.00
C: 1.375 0.823 -2.526  0.00
O: 0.025 0.446 -2.219  0.01
C: -1.114 1.312 -2.295  0.00
C: -2.297 0.571 -1.603  0.00
O: -1.916 -0.148 -0.418  -0.02
C: -2.251 0.301 0.902  0.00
C: -1.331 -0.418 1.942  0.00
O: -0.028 -0.769 1.428  -0.01
H: 0.917 0.874 2.263  0.00
H: 1.429 -0.708 2.914  0.00
H: 2.900 -1.134 1.141  0.00
H: 3.007 0.638 1.221  0.00
H: 3.328 0.798 -1.573  0.00
H: 2.133 1.848 -0.743  0.00
H: 1.743 0.023 -3.184  0.00
H: 1.427 1.771 -3.068  0.00
H: -1.389 1.496 -3.342  0.00
H: -0.898 2.263 -1.801  0.00
H: -2.659 -0.206 -2.289  0.00
H: -3.110 1.270 -1.397  0.00
H: -3.295 0.049 1.123  0.00
H: -2.120 1.383 0.961  0.00
H: -1.795 -1.364 2.245  0.00
H: -1.223 0.222 2.822  0.00
N: 0.020 6.403 0.518  0.00
C: -0.059 5.235 1.134  0.00
N: -0.231 5.214 2.457  0.00
N: 0.033 4.140 0.390  0.00
C: 0.023 2.902 0.469  0.02
N: 0.044 1.737 0.308  -0.02
H: -0.055 7.273 1.026  0.00
H: 0.141 6.459 -0.482  0.00
H: -0.313 6.088 2.955  0.00
H: -0.357 4.376 2.997  0.00
S: -0.064 -2.334 -1.679  -0.07
C: -0.011 -3.856 -0.893  0.01
N: -0.070 -4.928 -1.718  -0.01
C: -0.048 -6.193 -1.276  0.00
C: 0.033 -6.450 0.075  -0.01
C: 0.108 -5.372 0.963  0.00
C: 0.088 -4.078 0.480  0.00
H: -0.133 -4.740 -2.718  0.00
H: -0.093 -6.979 -2.015  0.00
H: 0.040 -7.465 0.437  0.00
H: 0.185 -5.549 2.024  0.00
H: 0.149 -3.226 1.144  0.00

Entry from OMol25: a cluster of 3 separate species, C15H25N2O5PS in total at a distorted geometry (ωB97M-V with the def2-TZVPD basis set).

Calculated values
Total energy in eV: -49297.221

Last column: Löwdin charge in e.
Element x y z (Å)
C: -2.031 -2.300 -0.382  -0.11
O: -1.056 -2.990 0.455  -0.24
C: 0.202 -2.268 0.550  -0.24
C: 0.875 -2.577 1.981  -0.16
C: 0.358 -1.644 3.186  -0.20
C: 0.872 -0.104 3.115  -0.24
C: -0.014 0.847 2.158  -0.37
S: 0.963 1.941 1.016  0.92
C: -0.086 2.174 -0.545  -0.71
O: -1.313 2.455 -0.385  -0.08
O: 0.490 2.059 -1.816  -0.15
P: 2.779 1.020 0.338  0.74
O: 2.487 -0.346 -0.648  -0.35
O: 3.715 2.210 -0.501  -0.32
H: -1.546 -1.610 -1.156  0.10
H: -2.748 -3.079 -0.859  0.11
H: -2.692 -1.666 0.318  0.09
H: 0.141 -1.155 0.279  0.10
H: 0.910 -2.744 -0.245  0.11
H: 0.600 -3.670 2.263  0.13
H: 2.016 -2.547 1.826  0.11
H: 0.839 -2.077 4.153  0.12
H: -0.786 -1.727 3.371  0.13
H: 0.796 0.318 4.195  0.12
H: 1.989 -0.132 2.858  0.08
H: -0.836 0.227 1.621  0.11
H: -0.603 1.560 2.861  0.12
H: 2.890 -1.165 -0.259  0.05
H: 4.678 2.057 -0.330  0.06
N: 1.949 -3.351 -3.105  0.00
C: 2.791 -3.923 -4.022  -0.14
C: 2.063 -4.818 -4.766  -0.12
C: 0.731 -4.782 -4.286  -0.11
C: 0.689 -3.866 -3.263  -0.14
H: 2.214 -2.660 -2.422  0.12
H: 3.833 -3.646 -4.064  0.10
H: 2.446 -5.431 -5.569  0.09
H: -0.105 -5.361 -4.649  0.09
H: -0.125 -3.537 -2.634  0.10
N: -3.932 6.384 1.384  -0.01
C: -3.989 5.180 0.731  -0.14
C: -2.715 4.848 0.339  -0.11
C: -1.856 5.887 0.778  -0.11
C: -2.635 6.819 1.421  -0.15
H: -4.722 6.872 1.776  0.14
H: -4.930 4.665 0.600  0.10
H: -2.430 3.954 -0.202  0.06
H: -0.786 5.946 0.638  0.09
H: -2.378 7.752 1.900  0.10

Entry from OMol25: the molecule C15H25N3O2S at a distorted geometry (ωB97M-V with the def2-TZVPD basis set).

Calculated values
Total energy in eV: -35346.492
Structure (SMILES): CC/N=C1\S[C@@H](CC(=O)NC2CCCCC2)C(=O)N1CC

Last column: Löwdin charge in e.
Element x y z (Å)
C: 0.689 3.398 0.041  -0.15
H: 0.526 2.942 -1.003  0.09
H: 0.526 4.541 -0.092  0.12
H: 0.122 2.880 0.716  -0.01
C: 2.165 3.100 0.050  -0.41
N: 2.675 1.893 0.155  0.04
C: 2.127 0.728 0.425  -0.59
N: 2.957 -0.268 0.022  -0.08
C: 2.335 -1.482 0.200  -0.34
O: 3.012 -2.605 0.202  0.00
C: 0.838 -1.196 0.580  -0.49
H: 0.557 -1.756 1.424  0.10
C: 0.130 -2.287 -0.656  0.07
H: 0.275 -1.504 -1.459  0.11
H: 0.478 -3.142 -0.748  0.00
C: -1.448 -2.201 -0.059  -0.47
O: -1.844 -3.308 0.380  0.02
N: -2.093 -1.102 -0.410  0.07
H: -1.450 -0.130 -0.881  0.21
C: -3.481 -0.810 -0.033  -0.32
C: -3.653 -0.085 1.072  -0.19
C: -3.293 1.471 1.170  -0.06
C: -3.963 2.169 -0.048  -0.20
C: -3.819 1.364 -1.248  -0.31
C: -4.186 0.024 -1.532  -0.08
H: -5.171 -0.165 -1.097  0.10
H: -3.989 -0.863 -2.228  0.15
H: -2.668 1.537 -1.746  0.18
H: -4.420 1.755 -2.099  0.12
H: -3.599 3.054 -0.137  0.05
H: -5.009 2.169 0.098  0.12
H: -2.137 1.398 0.671  0.13
H: -3.310 1.941 1.977  0.02
H: -3.038 -0.699 1.915  0.18
H: -4.688 -0.185 1.467  0.14
H: -3.816 -1.664 0.022  0.05
S: 0.554 0.383 0.486  1.13
C: 4.393 -0.169 0.100  0.00
C: 4.601 0.096 -1.636  0.06
H: 5.568 0.242 -1.760  0.02
H: 4.229 0.908 -1.792  -0.05
H: 4.061 -0.692 -1.996  0.05
H: 4.706 0.594 0.449  -0.01
H: 4.796 -1.276 0.168  0.16
H: 2.277 3.725 1.128  0.15
H: 2.839 3.828 -0.536  0.13

Entry from OMol25: a cluster of 2 separate species, C15H25N4O9 in total at a distorted geometry (ωB97M-V with the def2-TZVPD basis set).

Calculated values
Charge: +1
Total energy in eV: -40342.830

Last column: Löwdin charge in e.
Element x y z (Å)
O: -5.629 -4.229 3.727  0.07
O: 2.871 5.195 1.037  0.07
O: 0.052 1.606 -3.632  0.08
O: -1.182 -1.076 3.277  0.06
O: 2.034 0.852 -4.443  0.14
O: 5.002 3.297 -0.114  -0.02
O: 1.142 3.564 -2.155  -0.01
O: 5.400 4.071 -2.487  -0.01
O: 4.054 2.734 -4.252  -0.02
C: -4.749 -4.009 2.916  -0.56
C: 3.415 5.203 -0.061  -0.15
C: 1.241 1.776 -3.851  -0.42
C: -1.505 -2.247 3.128  -0.45
C: -1.552 0.227 0.404  0.03
C: -2.214 -0.970 0.368  -0.19
C: -0.933 -0.846 -1.435  -0.03
N: -0.763 0.293 -0.733  0.14
N: -0.797 -3.209 3.726  0.04
N: -3.857 -3.044 3.142  0.11
N: -1.807 -1.637 -0.776  0.17
C: -4.666 -4.843 1.652  0.01
C: -1.032 -4.655 3.688  -0.05
C: 3.806 3.867 -0.706  -0.26
C: 1.863 3.081 -3.317  -0.20
C: 3.990 4.039 -2.232  -0.25
C: 3.359 2.865 -3.008  -0.27
C: -3.227 -1.455 1.385  -0.05
C: -2.741 -2.616 2.280  -0.21
H: 2.912 1.264 -4.587  0.10
H: 4.925 3.270 0.863  0.13
H: 0.206 3.722 -2.395  0.12
H: 5.840 3.702 -1.686  0.11
H: 4.953 3.115 -4.118  0.12
H: 3.662 6.145 -0.540  0.14
H: -1.640 0.977 1.185  0.15
H: -0.493 -1.045 -2.412  0.16
H: -0.214 1.093 -1.039  0.16
H: -0.026 -2.877 4.288  0.15
H: -4.003 -2.547 4.011  0.17
H: -2.170 -2.524 -1.105  0.19
H: -4.757 -4.204 0.779  0.07
H: -5.491 -5.556 1.656  0.10
H: -3.728 -5.393 1.635  0.08
H: -0.261 -5.167 4.267  0.09
H: -0.995 -5.026 2.663  0.08
H: -2.002 -4.897 4.128  0.09
H: 2.974 3.184 -0.511  0.14
H: 1.786 3.832 -4.111  0.17
H: 3.533 4.972 -2.583  0.16
H: 3.493 1.948 -2.422  0.17
H: -3.516 -0.615 2.022  0.14
H: -4.124 -1.768 0.848  0.13
H: -2.439 -3.439 1.637  0.13